C22H26F16N3O3S2 | ωB97M-V/def2-TZVPD

The geometry in XYZ format:
```
72
Properties=species:S:1:pos:R:3:forces:R:3:lowdin_charge:R:1
S 4.90982 -0.15748 0.91971 0.5 -0.1 -0.1 0.695
C 5.80996 -0.63889 -0.38005 -0.4 -0.3 -0.3 -1.011
S 5.32415 -2.20515 -1.21840 0.3 0.5 -0.4 0.883
C 3.51332 -2.06539 -1.55683 -0.3 0.4 0.2 -0.455
C 3.12973 -0.95213 -2.58739 0.0 -0.3 0.1 -0.218
C 2.92345 0.48614 -1.98919 -0.5 0.3 -0.9 -0.148
C 1.60707 0.60744 -1.20946 -1.3 0.2 1.1 -0.097
C 1.35557 0.01639 0.07719 -0.2 0.3 -0.5 0.074
C 0.07609 0.13151 0.74804 2.0 -0.1 -1.4 -0.029
N -0.90313 0.80987 0.17413 0.2 -0.8 1.2 0.077
N -0.63491 1.36483 -0.96445 -0.3 1.4 -2.3 0.043
C 0.46657 1.35934 -1.72329 2.2 -1.7 1.3 0.086
N 6.91217 0.02168 -0.93757 -2.5 -0.3 1.1 -0.155
C 7.28197 1.25176 -0.21101 0.9 1.1 -1.2 -0.163
C 6.41750 2.43700 -0.74075 0.1 0.8 1.2 -0.188
O 6.66773 2.78268 -2.10435 -0.1 -0.9 -0.1 -0.137
C 7.13767 1.68587 -2.88519 0.9 -0.8 0.4 -0.170
C 6.68343 0.26560 -2.38829 1.0 0.1 -1.6 -0.152
H 3.02852 -1.95958 -0.56368 0.1 0.0 -0.7 0.040
H 3.17202 -3.04345 -1.96984 0.7 0.6 0.4 0.093
H 2.19739 -1.24658 -3.13245 0.6 0.2 0.5 0.122
H 3.92739 -0.92246 -3.36665 -0.6 0.1 0.6 0.106
H 2.84044 1.18469 -2.86219 0.1 -0.5 0.7 0.129
H 3.80243 0.83728 -1.40770 -0.8 -0.4 -0.1 0.074
H 2.15430 -0.55452 0.59364 -0.5 0.6 -0.4 0.074
H -0.04825 -0.36678 1.72882 -0.4 0.6 -0.7 0.153
H -1.41119 1.90805 -1.35975 0.0 -0.3 0.4 0.195
H 0.50225 1.90462 -2.68536 -0.4 -0.3 0.8 0.165
H 8.33749 1.48329 -0.51013 -0.8 -0.2 0.3 0.141
H 7.29827 1.15089 0.88946 -0.4 -0.1 -0.8 0.111
H 6.69374 3.33337 -0.13031 -0.2 -0.6 -0.5 0.137
H 5.31841 2.30390 -0.59457 0.8 -0.3 0.0 0.093
H 6.79721 1.77748 -3.93970 0.1 0.2 0.8 0.133
H 8.25813 1.70498 -2.88771 -0.8 0.0 -0.1 0.130
H 7.31624 -0.47285 -2.94192 -0.7 0.6 0.2 0.135
H 5.62747 0.13223 -2.70948 0.7 0.0 0.6 0.081
C -4.81715 0.88205 3.55525 -0.6 -0.5 -0.4 -0.037
C -4.17800 0.73107 4.94783 0.5 -0.4 -0.5 -0.439
C -4.21843 1.96457 5.85058 0.0 0.3 0.8 -0.298
F -3.57915 3.02197 5.30988 -0.1 -0.1 0.0 0.093
F -3.60303 1.69483 7.02578 -0.1 -0.2 -0.2 0.104
F -2.91064 0.27548 4.80331 0.0 0.2 0.1 0.123
F -4.86229 -0.25695 5.58628 -0.2 0.3 0.1 0.116
O -3.94273 1.17168 2.46197 0.6 0.7 0.5 0.026
C -3.57833 2.49864 2.24680 -1.4 -0.7 0.2 -0.526
C -2.08732 2.74331 2.49022 0.7 0.2 0.2 -0.292
F -1.71321 2.37594 3.73100 -0.1 -0.1 -0.2 0.103
F -1.79421 4.05955 2.36305 -0.3 0.0 -0.2 0.104
F -4.36431 3.31346 2.96567 0.4 0.3 -0.2 0.153
F -3.85144 2.75969 0.94381 0.5 0.0 -0.1 0.132
H -5.22531 -0.09984 3.30995 0.2 0.0 0.1 0.144
H -5.68151 1.54727 3.56839 0.2 0.2 0.1 0.149
H -5.24971 2.25287 6.06962 -0.1 -0.1 -0.1 0.177
H -1.48744 2.17977 1.77356 -0.3 0.1 0.0 0.124
C -4.83361 -1.96999 -0.10338 -0.5 0.5 0.4 -0.046
C -3.75526 -2.99853 0.28934 -0.9 -0.4 -0.1 -0.439
C -2.39793 -2.85529 -0.40018 0.7 -0.3 0.0 -0.305
F -2.47831 -2.96678 -1.73994 0.0 0.1 0.1 0.093
F -1.55273 -3.83016 0.01681 -0.2 0.1 0.2 0.098
F -4.25064 -4.24134 0.12396 0.2 0.1 -0.1 0.143
F -3.54193 -2.85130 1.62969 0.3 0.3 -0.1 0.106
O -5.78293 -2.35803 -1.09000 0.9 -0.4 -0.5 0.050
C -5.42335 -2.23021 -2.43074 -0.4 0.9 1.0 -0.519
C -5.29780 -3.58190 -3.13921 0.0 -0.7 -0.4 -0.276
F -4.41681 -4.39034 -2.51571 -0.1 0.2 0.1 0.098
F -4.85190 -3.40554 -4.40491 -0.1 0.3 0.1 0.102
F -4.30629 -1.47713 -2.53650 0.0 -0.1 -0.4 0.124
F -6.40897 -1.52377 -3.01868 0.0 -0.3 -0.2 0.155
H -5.43686 -1.81960 0.79340 0.0 -0.2 0.0 0.148
H -4.40637 -0.98888 -0.31940 0.2 -0.2 -0.1 0.139
H -1.94117 -1.89151 -0.15678 -0.1 0.1 0.1 0.146
H -6.26334 -4.09067 -3.17408 -0.1 0.2 0.1 0.180
```
Forces are in eV/Å.

Computed properties:
total charge: +1
E_HOMO: -11.19 eV